No. 1
Density functional theory data (the ωB97M-V functional and the def2-TZVPD basis) for C12H16MnO6S9Sb as an isolated structure in a non-equilibrium geometry.

<S²>: 0.931
Calculated total energy (eV): -160355.6072
2S+1: 2
Charge: +1
Gap between HOMO and LUMO (spin up / spin down) (eV): 7.1 / 7.1

Cartesian coordinates (Å):
Mn  0.42208  0.57357  -0.01144
C  -1.90833  2.00553  -3.02363
C  -2.84551  1.52330  -1.92986
S  -2.11051  0.30833  -0.80765
C  -2.82332  0.85529  0.75344
C  -2.32787  2.21397  1.25816
S  -0.53048  2.40209  1.14059
C  -0.23059  3.86956  0.12564
C  -0.92045  3.99788  -1.22464
S  -0.38290  2.85621  -2.55374
H  -2.39704  2.74286  -3.66473
H  -1.56693  1.18510  -3.66710
H  -3.69505  1.05825  -2.43284
H  -3.24521  2.35223  -1.35056
H  -2.56989  0.07222  1.46617
H  -3.91120  0.87465  0.66042
H  -2.59070  2.31756  2.31078
H  -2.80607  3.04661  0.73937
H  0.85506  3.86210  0.00458
H  -0.47078  4.75666  0.71437
H  -0.73687  4.98929  -1.63930
H  -1.99576  3.87600  -1.13514
O  1.84354  -0.87529  -0.50453
S  2.67562  -0.60511  0.71401
O  4.08057  -0.47947  0.57033
O  1.99121  0.60493  1.28438
C  2.37593  -2.08451  1.65236
C  3.43820  -2.54815  2.39800
C  3.38861  -3.81049  2.99508
C  2.29213  -4.61728  2.81652
C  1.20095  -4.15802  2.07788
C  1.23478  -2.90440  1.49912
S  -0.31984  -2.35029  0.87305
O  -0.39267  -2.36582  -0.68088
O  -1.35013  -3.18861  1.36965
O  -0.38892  -0.92633  1.23943
H  4.32736  -1.94110  2.48183
H  4.23109  -4.15728  3.57686
H  2.26135  -5.60305  3.25859
H  0.31461  -4.76726  1.98335
S  -0.51334  -0.97530  -4.66683
Sb  1.19232  -1.22462  -3.32395
S  0.98733  1.51298  -1.89096
S  0.60364  -3.16366  -1.82619
S  3.31399  -1.11109  -3.62998

Cartesian forces, eV/Å:
-1.106 -0.368 1.260
-0.005 -0.041 -0.012
0.082 0.095 -0.264
0.276 -0.246 0.097
-0.107 0.200 0.151
-0.192 0.084 -0.113
0.240 -0.171 0.073
0.074 0.075 -0.115
0.022 -0.151 0.200
-0.112 0.258 -0.310
-0.135 -0.076 0.009
0.024 0.093 0.108
0.011 -0.051 0.059
-0.004 0.015 0.045
0.022 0.001 -0.060
0.045 -0.027 0.003
0.011 0.012 -0.016
0.020 -0.048 -0.035
-0.017 0.002 0.019
-0.073 -0.055 -0.023
0.066 -0.017 0.041
-0.068 0.026 -0.019
0.205 0.207 -0.145
-0.677 0.561 -0.106
0.003 -0.065 -0.120
0.231 -0.531 -0.153
-0.058 -0.230 -0.049
-0.001 -0.184 0.084
0.165 0.236 -0.040
-0.239 -0.083 -0.081
0.149 -0.109 0.126
0.176 0.041 0.067
0.464 0.474 0.591
-0.078 -0.021 -0.675
-0.047 0.061 0.029
-0.202 -0.235 -0.318
0.025 0.034 -0.015
0.017 0.018 0.010
-0.030 -0.013 -0.007
-0.039 -0.002 -0.013
-0.563 0.234 -0.182
-0.461 -0.772 0.315
0.874 0.678 -0.539
0.055 -0.014 0.188
0.956 0.106 -0.067

No. 2
Density functional theory data (the ωB97M-V functional and the def2-TZVPD basis) for a 2-piece molecular cluster, C12H16N2 overall in a non-equilibrium geometry.

Calculated total energy (eV): -15683.1631
Structure (SMILES): CCc1c[nH]cn1.Cc1ccccc1
Gap between HOMO and LUMO (eV): 9.2

Cartesian coordinates (Å):
C  0.63026  1.71103  0.40353
C  1.59250  2.90416  0.48821
C  -0.18324  1.73325  -0.85312
C  -0.85295  2.80406  -1.39255
C  -1.04366  1.00739  -2.69090
N  -0.35903  0.63427  -1.64484
N  -1.47996  2.27813  -2.51654
H  1.12228  0.74787  0.53462
H  -0.10823  1.74081  1.21138
H  2.56748  2.55284  0.15786
H  -0.94816  3.86533  -1.24010
H  -1.35240  0.42683  -3.54731
H  -1.96614  2.89655  -3.14574
H  1.75801  3.16406  1.53792
H  1.14936  3.80667  0.07745
C  -2.04417  -1.53887  0.10727
C  0.44862  -1.80370  -0.24021
C  -0.66885  -1.99683  0.56681
C  1.69108  -2.01572  0.36917
C  1.81303  -2.59517  1.61705
C  -0.54323  -2.65120  1.79074
C  0.68047  -2.89807  2.38261
H  0.35682  -1.32313  -1.20796
H  2.57613  -1.80076  -0.22419
H  -2.21480  -1.72257  -0.95569
H  -1.97861  -0.45412  0.22193
H  2.76907  -3.01187  1.91658
H  -1.44633  -2.98001  2.29797
H  0.85508  -3.41732  3.31547
H  -2.82040  -2.06389  0.66260

Cartesian forces, eV/Å:
-0.828 0.156 0.193
-0.159 -0.773 1.479
0.192 0.490 0.088
-0.521 -0.869 -0.756
-1.152 0.458 0.460
0.678 -0.168 -0.648
0.670 1.184 -0.198
0.152 0.115 -0.252
0.165 0.158 0.213
0.017 0.732 -0.735
0.096 -0.096 0.527
0.086 -0.193 0.181
-0.017 -0.454 -0.291
-0.018 -0.130 0.093
0.476 -0.057 -0.632
0.985 -0.344 -0.272
0.452 0.536 1.414
-0.648 -0.837 -0.783
0.004 -0.347 -1.172
-0.043 -0.460 0.291
-0.461 0.217 0.816
0.966 -0.212 -1.224
0.090 -0.282 0.273
0.060 -0.154 0.142
0.138 -0.034 0.026
-0.847 -0.030 0.196
0.134 0.581 0.255
-0.036 0.299 0.073
-0.505 -0.010 0.066
-0.128 0.520 0.178

No. 3
Density functional theory data (the ωB97M-V functional and the def2-TZVPD basis) for a 2-piece molecular cluster, C12H16N2 overall in a non-equilibrium geometry.

Calculated total energy (eV): -15683.6559
Structure (SMILES): CCc1c[nH]cn1.Cc1ccccc1
Gap between HOMO and LUMO (eV): 9.5

Cartesian coordinates (Å):
C  -0.61613  2.12851  0.25488
C  0.77743  2.43828  0.81330
C  -0.61778  1.65338  -1.16285
C  -0.34826  2.30442  -2.32126
C  -1.10255  0.29696  -2.75697
N  -1.10124  0.39291  -1.46588
N  -0.63114  1.42864  -3.33865
H  -1.06258  1.30980  0.81673
H  -1.34031  2.93960  0.40890
H  0.96988  3.49573  0.67996
H  0.01066  3.30308  -2.50006
H  -1.33891  -0.62370  -3.26525
H  -0.57620  1.73914  -4.29102
H  1.56528  1.77478  0.46306
H  0.67256  2.31295  1.88912
C  -1.57961  -1.25554  2.05597
C  -0.21800  -2.75185  0.56381
C  -0.28659  -1.63236  1.39298
C  0.96479  -3.05887  -0.07489
C  2.08413  -2.23947  0.03113
C  0.84433  -0.84192  1.55700
C  2.01987  -1.14210  0.87103
H  -1.09201  -3.38211  0.47700
H  1.04958  -3.92301  -0.72189
H  -2.40714  -1.63449  1.47944
H  -1.70848  -0.19625  2.22247
H  3.00688  -2.57848  -0.40784
H  0.82196  -0.00682  2.22678
H  2.88187  -0.52189  1.05409
H  -1.64230  -1.72929  3.04890

Cartesian forces, eV/Å:
-0.032 -0.711 -0.194
-1.094 0.377 0.761
-0.851 -0.106 0.117
0.271 0.332 0.171
0.227 -0.474 -0.386
0.103 0.126 0.713
0.116 0.655 -0.065
0.138 -0.179 0.007
0.455 0.184 -0.161
0.617 0.104 -0.343
0.006 0.000 -0.100
-0.121 0.209 -0.346
-0.118 -0.598 -0.244
-0.097 0.197 -0.217
0.388 0.000 0.252
0.173 -0.773 0.757
0.073 0.280 0.420
-0.078 0.436 -0.166
0.268 -0.082 -0.604
-0.317 -0.352 0.671
0.188 -0.679 -0.536
-0.143 0.122 0.330
-0.036 -0.069 -0.183
-0.194 -0.133 0.086
-0.397 0.010 -0.222
0.097 0.313 -0.147
0.192 0.267 -0.274
-0.069 0.377 0.210
0.249 0.086 -0.119
-0.015 0.081 -0.190

No. 4
Density functional theory data (the ωB97M-V functional and the def2-TZVPD basis) for a 2-piece molecular cluster, C12H16N2 overall in a non-equilibrium geometry.

Calculated total energy (eV): -15681.1539
Structure (SMILES): CCc1c[nH]cn1.Cc1ccccc1
Gap between HOMO and LUMO (eV): 8.9

Cartesian coordinates (Å):
C  2.26605  -2.18251  0.99691
C  2.76066  -2.38673  2.30854
C  2.32836  -0.81716  0.44555
C  1.53921  0.27046  0.87228
C  3.11811  1.01310  -0.56867
N  3.21614  -0.37089  -0.44537
N  2.09608  1.33981  0.20431
H  2.64946  -3.00531  0.29205
H  1.05203  -2.29579  0.93926
H  2.51224  -1.55796  2.97486
H  0.60541  0.32200  1.50102
H  3.89089  1.47503  -1.07488
H  1.72112  2.34787  0.14177
H  3.79784  -2.76890  2.20420
H  2.27548  -3.20030  2.85942
C  -3.70185  2.34500  0.00999
C  -1.16114  -0.72908  -1.74145
C  -1.62000  -0.68901  -0.49539
C  -1.56038  0.38673  -2.50638
C  -2.42121  0.33488  0.10858
C  -2.46967  1.30873  -2.07651
C  -2.94829  1.27563  -0.72984
H  -0.53846  -1.61749  -2.04993
H  -1.16644  -1.54582  0.10085
H  -1.09700  0.36927  -3.46338
H  -2.47292  0.55179  1.22956
H  -2.86115  2.18625  -2.70558
H  -4.37372  1.79538  0.75515
H  -4.39111  2.81282  -0.64342
H  -3.04571  3.03218  0.55650

Cartesian forces, eV/Å:
-4.869 -1.557 -4.482
1.114 -1.475 3.279
-0.376 2.234 0.215
-0.132 -0.625 -0.148
-1.118 -6.688 1.417
1.922 1.684 -0.807
-1.884 4.680 0.273
-0.487 1.533 0.684
2.499 -0.405 0.456
1.018 0.324 -0.078
1.415 0.175 -0.913
0.655 1.747 -0.922
0.539 -2.442 0.681
-0.134 1.108 0.808
-0.195 -0.297 -0.487
-1.162 -1.413 0.788
-0.204 0.462 -1.490
0.471 -1.857 4.730
0.669 -1.405 -1.030
1.405 -1.089 0.187
-1.568 1.930 0.302
1.299 0.433 0.214
-0.648 1.548 -0.065
-1.046 1.259 -0.003
-0.150 0.749 -1.023
-0.187 -1.095 -1.636
0.919 -1.553 0.694
0.979 0.930 -0.730
-0.512 1.120 -0.587
-0.234 -0.013 -0.326

No. 5
Density functional theory data (the ωB97M-V functional and the def2-TZVPD basis) for one molecule with the formula C12H16N2O in a non-equilibrium geometry.

Calculated total energy (eV): -17727.9697
Structure (SMILES): CCCCC(=O)[C@@]1(N)C=CC=C[C@@H]1C#N
Gap between HOMO and LUMO (eV): 8.9

Cartesian coordinates (Å):
C  3.39353  -1.64069  0.55010
C  3.54316  1.42758  -0.36175
C  2.53248  1.22952  -1.42692
C  3.51990  0.67475  0.70796
C  1.55383  0.31572  -1.28938
C  0.22934  0.49900  0.74940
C  2.60975  -0.43676  0.94752
C  1.32702  -0.41125  0.04446
C  -4.47549  0.19824  -0.94708
C  -1.22316  0.01557  1.23668
C  -3.60414  -0.24381  0.24270
C  -2.07567  0.31962  0.03573
N  3.84061  -2.50227  -0.06147
N  0.73534  -1.75491  -0.12296
O  0.46821  1.68972  0.83071
H  4.19873  2.23687  -0.32438
H  2.62509  1.73561  -2.40134
H  4.24825  0.97519  1.50748
H  0.72587  0.19865  -1.95400
H  2.09315  -0.51521  2.01874
H  -4.98887  1.15724  -0.81991
H  -3.71753  0.15462  -1.90886
H  -5.25491  -0.54922  -1.23327
H  -1.23384  0.61704  2.23986
H  -1.12843  -1.00558  1.50976
H  -3.65116  -1.30081  0.19740
H  -4.03318  0.16195  1.11834
H  -2.27810  1.40572  -0.15361
H  -1.63977  -0.06140  -0.87697
H  1.15947  -2.39078  -0.80339
H  0.50050  -2.19988  0.74844

Cartesian forces, eV/Å:
-1.069 0.256 0.016
-1.942 -0.623 -0.917
-0.060 -0.838 -0.787
1.737 1.676 2.508
0.758 0.167 1.350
-0.211 1.074 0.367
-1.932 -1.514 1.345
-1.036 -0.501 -0.484
1.452 -0.954 -2.608
3.786 2.143 1.069
1.504 1.297 -2.435
-3.896 0.423 0.961
0.447 -0.295 0.245
-0.159 0.943 -0.838
-0.136 -1.100 0.136
0.993 1.189 -0.597
-0.048 -0.004 0.721
-0.749 -0.736 -0.647
-0.091 -0.084 -0.765
1.976 0.086 -1.804
0.499 -0.018 -0.254
-2.102 0.656 2.058
0.490 0.492 0.512
-1.021 -0.799 -2.031
-0.536 -1.101 -0.029
0.374 -1.155 0.622
-0.142 0.143 1.309
0.765 -0.698 0.472
0.038 -0.472 -0.153
0.108 0.548 0.658
0.202 -0.204 0.001

No. 6
Density functional theory data (the ωB97M-V functional and the def2-TZVPD basis) for a 2-piece molecular cluster, C12H16N2O overall in a non-equilibrium geometry.

Calculated total energy (eV): -17727.5550
Structure (SMILES): CCc1c[nH]cn1.Cc1ccc(O)cc1
Gap between HOMO and LUMO (eV): 8.9

Cartesian coordinates (Å):
C  0.87856  2.81620  -0.46813
C  -1.66986  1.27497  1.84047
C  -1.15938  1.99032  0.76533
C  -0.85509  0.60312  2.72312
C  0.18659  1.98935  0.56383
C  0.51389  0.86855  2.70841
C  1.03521  1.37001  1.49540
O  -1.18157  0.24688  3.95719
H  -2.67420  1.40162  2.12872
H  -1.95674  2.52197  0.04851
H  -2.12695  0.02148  3.96785
H  1.22514  0.57319  3.50229
H  1.75857  2.34937  -1.04388
H  0.88582  3.81441  -0.09456
H  2.11141  1.45533  1.48347
H  0.29747  2.77961  -1.44779
C  -0.28279  -1.91668  -2.65026
C  0.41355  -0.86198  -3.48028
C  0.18310  -2.28642  -1.32080
C  1.23447  -1.79206  -0.48988
C  -0.58624  -2.45848  0.70298
N  -0.85524  -2.79693  -0.59863
N  0.66164  -2.00086  0.76257
H  -1.29029  -1.28525  -2.50949
H  -0.46460  -2.77170  -3.32969
H  0.13020  0.10812  -3.07706
H  2.17323  -1.36499  -0.86815
H  -1.47812  -2.52941  1.29336
H  1.27315  -2.23017  1.58427
H  0.12858  -0.71209  -4.58740
H  1.49051  -1.17748  -3.56178

Cartesian forces, eV/Å:
-0.853 -1.789 -3.904
0.135 -0.192 -0.200
-2.698 0.344 -1.395
2.594 2.856 0.678
2.330 -0.361 -0.317
1.459 -0.857 -2.929
-0.904 0.220 2.230
-2.725 -1.807 1.652
-1.364 -0.164 -0.005
2.211 -1.055 1.646
0.278 0.064 0.383
-0.866 0.031 -0.390
-0.268 0.919 2.147
0.899 0.859 -0.267
0.112 0.233 -0.608
-0.322 0.684 1.296
-2.914 1.665 -3.017
1.676 -0.113 -1.726
1.057 1.039 1.338
-3.088 -1.701 -2.127
-1.064 -2.449 -4.858
0.046 1.685 2.639
3.405 0.771 2.859
1.457 -2.324 0.056
-0.262 0.113 0.730
1.160 0.279 0.348
-0.454 -0.220 1.204
0.753 -0.055 1.516
-1.099 1.052 -0.905
-0.187 -0.992 1.620
-0.506 1.265 0.305